Entry A
The following is a DFT calculation (wB97M-V/def2-TZVPD) of one molecule with the formula C5H5NO.

```
12
C5H5NO | the OMol25 dataset | wB97M-V/def2-TZVPD
C -0.168 -1.960 1.265
C -0.149 -1.162 0.363
C -0.070 -0.181 -0.730
O -1.236 -0.149 -1.528
C 0.078 1.249 -0.189
C 1.129 1.380 0.820
N 1.948 1.475 1.631
H -0.173 -2.652 2.079
H 0.813 -0.421 -1.342
H -1.580 -1.047 -1.600
H 0.286 1.927 -1.021
H -0.879 1.542 0.251
```

- E_HOMO (eV) = -10.67
- LUMO level (eV) = 0.65
- multiplicity = 1

Results of the Mulliken charge analysis, in e, for atoms 1 through 5:
1 C 0.150
2 C -0.673
3 C 0.159
4 O -0.506
5 C -0.503


Entry B
The following is a DFT calculation (wB97M-V/def2-TZVPD) of C5H5NO as an isolated structure.

```
12
C5H5NO | the OMol25 dataset | wB97M-V/def2-TZVPD
C 1.304 -0.177 -0.046
C 0.141 -0.580 0.952
C 0.169 -0.367 -1.048
C -0.425 1.035 -0.538
C -0.579 0.671 0.711
H 0.428 -0.820 2.048
H -1.460 -1.385 -0.411
H 0.311 -0.369 -2.084
H -0.927 1.917 -0.962
H -1.104 1.317 1.482
N -0.337 -1.438 -0.160
O 2.480 0.197 0.056
```

- E_HOMO (eV) = -9.60
- LUMO level (eV) = 0.93
- multiplicity = 1

Results of the Mulliken charge analysis, in e, for atoms 1 through 5:
1 C 0.384
2 C 0.005
3 C -0.353
4 C -0.443
5 C -0.330


Entry C
The following is a DFT calculation (wB97M-V/def2-TZVPD) of C5H5NO as an isolated structure.

```
12
C5H5NO | the OMol25 dataset | wB97M-V/def2-TZVPD
C 0.762 -0.942 0.294
C 2.029 -0.472 0.150
C -0.083 0.226 -0.119
C 0.795 1.408 -0.266
C -1.503 0.133 -0.519
N -1.729 1.145 0.468
O 2.040 0.873 -0.005
H 0.257 -1.929 0.357
H 3.048 -0.832 0.147
H -1.796 0.505 -1.509
H -1.867 -0.926 -0.405
H -1.952 0.812 1.406
```

- E_HOMO (spin up / spin down) (eV) = -8.79 / -8.76
- LUMO level (spin up / spin down) (eV) = -1.13 / -1.32
- multiplicity = 1

Results of the Mulliken charge analysis, in e, for atoms 1 through 5:
1 C -0.695
2 C -0.180
3 C 0.813
4 C -0.589
5 C -0.203


Entry D
The following is a DFT calculation (wB97M-V/def2-TZVPD) of one molecule with the formula C5H5NO.

```
12
C5H5NO | the OMol25 dataset | wB97M-V/def2-TZVPD
N 1.098 -1.429 -1.800
C 1.217 -0.439 -1.210
C 1.340 0.791 -0.353
C -0.156 0.787 -0.274
C -0.747 0.277 0.818
C -1.644 -0.888 0.820
O -1.802 -1.615 -0.139
H 1.844 0.466 0.565
H 1.852 1.665 -0.777
H -0.632 0.943 -1.234
H -0.331 0.599 1.767
H -2.038 -1.158 1.817
```

- E_HOMO (eV) = -9.70
- LUMO level (eV) = -0.59
- multiplicity = 1

Results of the Mulliken charge analysis, in e, for atoms 1 through 5:
1 N -0.357
2 C 0.198
3 C -0.281
4 C -0.259
5 C -0.395


Stability ranking, top and bottom: entry A is the most stable and entry C is the least stable.


Entry A
The following is a DFT calculation (wB97M-V/def2-TZVPD) of one molecule with the formula C5H5NO.

```
12
C5H5NO | the OMol25 dataset | wB97M-V/def2-TZVPD
O -0.269 -0.848 2.195
C -0.005 -0.387 1.128
C -0.838 0.494 0.073
C -2.221 0.046 -0.006
C 1.118 -0.563 0.148
C 0.310 0.153 -0.901
N 1.547 0.703 -0.431
H -2.327 -0.538 -0.947
H 1.785 -1.418 0.100
H -0.825 1.545 0.408
H 0.203 -0.130 -1.943
H 1.420 1.502 0.189
```

- E_HOMO (spin up / spin down) (eV) = -8.98 / -8.98
- LUMO level (spin up / spin down) (eV) = -0.82 / -0.82
- multiplicity = 1

Results of the Mulliken charge analysis, in e, for atoms 1 through 5:
1 O -0.490
2 C 0.336
3 C -0.009
4 C -0.527
5 C -0.256


Entry B
The following is a DFT calculation (wB97M-V/def2-TZVPD) of C5H5NO as an isolated structure.

```
12
C5H5NO | the OMol25 dataset | wB97M-V/def2-TZVPD
N 2.647 0.318 0.384
C 1.869 1.076 -0.105
C 0.952 -0.421 0.263
O 0.169 -0.167 1.402
C -1.011 -0.305 0.597
C -1.096 0.773 -0.416
C -0.227 -0.424 -0.687
H 1.469 -1.376 0.310
H -1.817 -0.907 1.000
H -2.014 0.800 -0.995
H -0.614 1.729 -0.225
H -0.328 -1.097 -1.529
```

- E_HOMO (eV) = -10.27
- LUMO level (eV) = 0.93
- multiplicity = 1

Results of the Mulliken charge analysis, in e, for atoms 1 through 5:
1 N -0.268
2 C -0.255
3 C 0.322
4 O -0.383
5 C 0.008


Stability ranking, top and bottom: entry B is the most stable and entry A is the least stable.


Entry A
The following is a DFT calculation (wB97M-V/def2-TZVPD) of a 2-piece molecular cluster, C3H2ClIO overall.

```
8
C3H2ClIO | the OMol25 dataset | wB97M-V/def2-TZVPD
C -0.462 -0.395 0.331
C 1.124 1.020 0.467
C -0.624 -0.802 -0.956
O -0.086 -0.641 -2.005
Cl -2.156 -1.842 -0.872
I 1.484 1.963 2.203
H -0.911 -0.566 1.278
H 1.631 1.264 -0.447
```

- E_HOMO (spin up / spin down) (eV) = -8.79 / -8.78
- LUMO level (spin up / spin down) (eV) = -2.57 / -2.58
- multiplicity = 1

Results of the Mulliken charge analysis, in e, for atoms 1 through 5:
1 C -0.533
2 C -0.419
3 C 0.737
4 O -0.489
5 Cl -0.271


Entry B
The following is a DFT calculation (wB97M-V/def2-TZVPD) of a 2-piece molecular cluster, C3H2ClIO overall.

```
8
C3H2ClIO | the OMol25 dataset | wB97M-V/def2-TZVPD
C -0.076 0.194 0.247
C -0.852 1.026 1.015
C -0.727 1.237 2.346
O -0.566 1.469 3.471
Cl -1.858 2.199 0.099
I -1.630 -2.089 -2.102
H 0.735 -0.426 0.621
H 0.268 0.411 -0.806
```

- E_HOMO (spin up / spin down) (eV) = -9.67 / -7.87
- LUMO level (spin up / spin down) (eV) = -0.95 / -2.87
- multiplicity = 1

Results of the Mulliken charge analysis, in e, for atoms 1 through 5:
1 C -1.073
2 C 0.416
3 C 0.466
4 O -0.277
5 Cl -0.171


Stability ranking, top and bottom: entry B is the most stable and entry A is the least stable.


Entry A
The following is a DFT calculation (wB97M-V/def2-TZVPD) of a 2-piece molecular cluster, C6H7FO overall.

```
15
C6H7FO | the OMol25 dataset | wB97M-V/def2-TZVPD
F 0.000 0.000 0.000
C 1.316 0.045 0.096
C 1.934 1.287 -0.170
C 3.322 1.448 -0.108
C 4.111 0.346 0.360
C 3.442 -0.922 0.600
C 2.050 -1.042 0.405
H 1.305 2.125 -0.497
H 3.849 2.395 -0.282
H 5.147 0.522 0.679
H 4.061 -1.745 0.982
H 1.644 -2.040 0.617
O 10.641 0.833 1.129
H 9.869 0.300 1.427
H 10.416 1.103 0.210
```

- E_HOMO (eV) = -9.23
- LUMO level (eV) = 0.55
- multiplicity = 1

Results of the Mulliken charge analysis, in e, for atoms 1 through 5:
1 F -0.295
2 C 0.314
3 C -0.261
4 C -0.379
5 C -0.406


Entry B
The following is a DFT calculation (wB97M-V/def2-TZVPD) of one molecule with the formula C6H7FO.

```
15
C6H7FO | the OMol25 dataset | wB97M-V/def2-TZVPD
C -0.967 0.435 -1.671
C -0.054 0.042 -0.418
C 0.747 1.067 0.263
F 1.999 0.643 0.368
C -0.529 0.493 0.968
C -0.434 -0.482 2.139
C 0.311 -1.581 2.025
O 1.144 -2.176 1.435
H -0.596 -0.019 -2.642
H -0.756 1.549 -1.823
H -2.031 0.418 -1.581
H 0.404 -0.927 -0.358
H 0.796 2.117 0.228
H -1.503 0.894 1.237
H -1.315 -0.478 2.761
```

- E_HOMO (eV) = -8.36
- LUMO level (eV) = 0.03
- multiplicity = 1

Results of the Mulliken charge analysis, in e, for atoms 1 through 5:
1 C -1.206
2 C -0.301
3 C -0.073
4 F -0.288
5 C 0.091


Entry C
The following is a DFT calculation (wB97M-V/def2-TZVPD) of one molecule with the formula C6H7FO.

```
15
C6H7FO | the OMol25 dataset | wB97M-V/def2-TZVPD
C -1.917 -1.175 0.083
C -0.597 -0.964 0.042
C 0.050 0.275 -0.016
C -0.840 1.476 -0.002
C 1.397 0.410 0.093
F 1.980 1.664 0.087
C 2.446 -0.651 -0.044
O 2.384 -1.852 0.076
H -2.408 -2.214 -0.025
H -2.715 -0.431 0.123
H 0.140 -1.807 -0.156
H -1.366 1.626 1.010
H -0.294 2.368 -0.246
H -1.698 1.398 -0.831
H 3.437 -0.123 -0.193
```

- E_HOMO (eV) = -9.20
- LUMO level (eV) = -0.57
- multiplicity = 1

Results of the Mulliken charge analysis, in e, for atoms 1 through 5:
1 C -0.824
2 C -0.104
3 C 0.781
4 C -1.339
5 C 0.336


Stability ranking, top and bottom: entry A is the most stable and entry B is the least stable.